{
  "formula": "C52H45MgN4O5PS",
  "method": "wB97M-V/def2-TZVPD",
  "elements": ["Mg", "C", "C", "O", "C", "C", "C", "N", "N", "C", "O", "C", "C", "C", "C", "C", "C", "H", "H", "H", "H", "H", "H", "H", "H", "H", "H", "H", "H", "C", "C", "C", "C", "C", "C", "P", "C", "C", "C", "C", "C", "C", "C", "C", "C", "C", "C", "C", "C", "C", "C", "C", "H", "H", "H", "H", "H", "H", "H", "H", "H", "H", "H", "H", "H", "H", "H", "H", "C", "N", "N", "C", "O", "C", "C", "C", "C", "C", "C", "C", "C", "C", "H", "H", "H", "H", "H", "H", "H", "H", "H", "H", "H", "H", "O", "C", "O", "C", "C", "C", "C", "S", "C", "C", "H", "H", "H", "H", "H"],
  "xyz": [[-0.4841, -0.3367, -0.1303], [-4.5298, -1.5452, 0.1417], [-3.1880, -1.0373, 0.6134], [-2.3913, -0.6317, -0.3318], [-2.9028, -1.0024, 1.9643], [-1.7153, -0.4607, 2.5747], [-1.5706, -0.5184, 4.0666], [-0.7561, 0.1221, 1.8385], [0.2690, 0.6768, 2.5076], [1.0735, 1.4516, 1.8009], [0.7865, 1.7176, 0.4219], [2.2701, 2.0126, 2.3499], [3.2272, 2.6693, 1.5524], [4.4104, 3.1313, 2.0969], [4.6931, 2.9580, 3.4511], [3.7549, 2.3093, 4.2527], [2.5634, 1.8476, 3.7226], [-5.0076, -0.7667, -0.4630], [-5.1916, -1.8070, 0.9723], [-4.3912, -2.4212, -0.5032], [-3.6672, -1.3652, 2.6442], [-2.5389, -0.6950, 4.5396], [-1.1329, 0.4085, 4.4453], [-0.8829, -1.3250, 4.3550], [3.0467, 2.7627, 0.4927], [5.1340, 3.6199, 1.4533], [5.6329, 3.3035, 3.8657], [3.9664, 2.1491, 5.3049], [1.8369, 1.3389, 4.3441], [1.0925, 7.0688, 1.0632], [-0.1442, 6.5831, 1.5477], [-0.5834, 5.3165, 1.2542], [0.1970, 4.4312, 0.4379], [1.4313, 4.9646, -0.0894], [1.8530, 6.2326, 0.2319], [-0.2822, 2.8543, -0.0974], [-1.9414, 2.5654, 0.4829], [-2.9784, 2.3515, -0.4282], [-4.2914, 2.2786, 0.0101], [-4.5888, 2.4174, 1.3579], [-3.5590, 2.6124, 2.2718], [-2.2447, 2.6831, 1.8427], [-0.2262, 2.8056, -1.9071], [-0.3544, 4.0364, -2.4997], [-0.4318, 4.1663, -3.8992], [-0.3803, 3.0566, -4.6889], [-0.2440, 1.7682, -4.1233], [-0.1565, 0.6262, -4.9567], [-0.0055, -0.6074, -4.3962], [0.0177, -0.7492, -2.9892], [-0.0926, 0.3078, -2.1017], [-0.1947, 1.6044, -2.7028], [1.4416, 8.0614, 1.3211], [-0.7730, 7.2269, 2.1543], [-1.5464, 5.0018, 1.6291], [2.0335, 4.3529, -0.7507], [2.8014, 6.5866, -0.1600], [-2.7448, 2.2194, -1.4775], [-5.0872, 2.1059, -0.7053], [-5.6163, 2.3552, 1.6973], [-3.7803, 2.7000, 3.3292], [-1.4394, 2.7809, 2.5614], [-0.3922, 4.9244, -1.8842], [-0.5325, 5.1505, -4.3403], [-0.4434, 3.1465, -5.7696], [-0.2113, 0.7552, -6.0336], [0.0772, -1.4841, -5.0328], [0.1214, -1.7621, -2.5995], [1.6157, -6.4120, 0.7035], [1.2041, -5.4761, -0.3430], [0.2461, -4.5619, 0.1056], [0.6304, -3.2716, -0.2219], [-0.0563, -2.2872, 0.0258], [1.9014, -3.4030, -0.8952], [2.2183, -4.7004, -0.9067], [3.4392, -5.3637, -1.4353], [-1.0586, -5.0132, 0.4068], [-1.5106, -6.2318, -0.0879], [-2.7797, -6.6845, 0.2461], [-3.6023, -5.9264, 1.0675], [-3.1457, -4.7042, 1.5407], [-1.8794, -4.2418, 1.2216], [0.7370, -6.9057, 1.1104], [2.1472, -5.9002, 1.5127], [2.2652, -7.1643, 0.2602], [2.4599, -2.5614, -1.2891], [4.0318, -4.6369, -1.9869], [3.1705, -6.1882, -2.0986], [4.0603, -5.7620, -0.6302], [-0.8780, -6.8056, -0.7532], [-3.1285, -7.6297, -0.1531], [-4.5926, -6.2805, 1.3273], [-3.7782, -4.0888, 2.1689], [-1.5442, -3.2796, 1.5858], [9.9160, 0.1916, -1.1505], [9.2639, -0.2559, -0.0311], [9.9498, -0.6522, 0.8791], [7.7981, -0.2204, -0.0559], [7.0308, 0.2617, -1.1290], [5.6557, 0.2209, -1.1164], [4.9297, -0.3212, -0.0198], [3.2259, -0.4428, -0.0375], [5.7208, -0.7597, 1.0799], [7.0951, -0.7134, 1.0536], [9.2571, 0.4631, -1.7993], [7.5026, 0.6926, -2.0098], [5.0879, 0.5973, -1.9583], [5.1979, -1.1425, 1.9481], [7.6761, -1.0648, 1.8983]],
  "atomic_forces_ev_per_a": [[-0.1, 0.1, -0.1], [0.0, 0.0, 0.0], [0.2, 0.2, 0.0], [-0.7, -0.4, 0.2], [0.3, 0.1, -0.1], [-0.1, 0.0, -0.1], [0.0, 0.0, -0.1], [0.1, -0.1, 0.5], [0.1, 0.2, -0.3], [-0.4, 0.2, 0.3], [-0.3, -0.5, -0.3], [0.1, 0.0, 0.0], [0.0, 0.0, 0.1], [-0.1, 0.0, 0.1], [0.0, 0.0, 0.0], [0.0, 0.0, -0.1], [0.0, 0.0, -0.1], [0.0, -0.1, 0.0], [0.0, 0.0, 0.0], [0.0, 0.0, 0.0], [0.0, 0.0, 0.0], [0.0, 0.0, 0.0], [0.0, 0.0, 0.0], [0.0, 0.1, 0.1], [0.0, 0.0, 0.0], [0.0, 0.0, 0.0], [0.0, 0.0, 0.0], [0.0, 0.0, 0.0], [0.1, 0.0, 0.0], [0.0, 0.1, 0.1], [0.1, -0.1, -0.1], [0.1, 0.2, 0.0], [-0.1, -0.3, -0.2], [0.1, 0.1, 0.1], [-0.1, -0.1, 0.0], [0.7, 1.0, 0.9], [-0.4, 0.1, -0.2], [0.1, 0.0, 0.0], [-0.1, 0.0, 0.0], [0.1, 0.0, 0.0], [0.0, 0.0, 0.0], [0.0, -0.2, 0.1], [-0.1, -0.6, -0.1], [0.0, 0.1, 0.0], [0.0, 0.0, -0.1], [0.0, 0.0, 0.0], [0.0, -0.1, 0.2], [0.0, 0.1, 0.0], [0.0, -0.1, 0.1], [0.0, 0.1, 0.0], [0.0, 0.0, -0.5], [0.3, 0.0, 0.0], [0.0, 0.0, 0.0], [0.0, 0.0, 0.0], [0.0, 0.0, 0.0], [0.0, 0.0, 0.0], [0.0, 0.0, 0.0], [-0.1, 0.0, 0.0], [0.0, 0.0, 0.0], [0.0, 0.0, 0.0], [0.0, 0.0, 0.0], [0.0, 0.1, 0.0], [0.0, 0.0, 0.0], [0.0, 0.0, 0.0], [0.0, 0.0, 0.0], [0.0, 0.0, 0.0], [0.0, 0.0, 0.0], [-0.1, 0.0, -0.1], [0.1, 0.0, 0.0], [-0.1, -0.3, 0.0], [0.0, 0.1, 0.1], [0.0, -0.1, 0.1], [0.1, -0.2, 0.0], [0.0, 0.5, -0.2], [0.0, -0.2, -0.2], [0.1, 0.0, 0.0], [0.0, 0.0, 0.1], [0.0, -0.1, -0.1], [0.0, 0.0, 0.0], [0.0, 0.0, 0.0], [-0.1, 0.0, 0.0], [0.0, 0.1, 0.1], [0.0, 0.0, 0.0], [0.0, 0.0, 0.0], [0.0, 0.0, 0.0], [0.0, -0.1, 0.1], [0.0, 0.0, 0.0], [0.0, 0.0, 0.0], [0.0, 0.0, 0.0], [0.0, 0.0, 0.0], [0.0, 0.0, 0.0], [0.0, 0.0, 0.0], [0.0, 0.0, 0.0], [0.0, 0.0, 0.0], [0.0, 0.1, -0.1], [-0.1, 0.1, -0.1], [0.1, -0.1, 0.2], [0.0, 0.0, 0.0], [0.0, 0.0, 0.0], [0.0, 0.0, 0.1], [0.1, -0.1, 0.0], [0.2, -0.1, -0.1], [0.0, 0.0, -0.1], [-0.1, 0.0, 0.1], [0.0, 0.0, 0.0], [0.0, 0.0, 0.0], [0.0, 0.0, 0.0], [0.0, 0.0, 0.0], [0.0, 0.0, 0.0]],
  "mulliken_charge": [2.031, -1.965, 1.640, -0.647, -1.521, 0.850, -1.787, 0.948, -1.109, -0.908, 0.976, 0.694, 0.151, -1.125, -0.693, -0.560, -0.596, 0.339, 0.348, 0.330, -0.102, 0.461, 0.328, 0.242, 0.740, 0.400, 0.336, 0.376, 0.367, -0.828, -0.548, -0.970, 0.566, -0.406, -0.700, 2.255, 0.799, -0.730, -0.703, -0.802, -0.842, -0.360, 0.192, -0.718, -1.086, -0.744, 1.278, -1.003, -1.014, -0.071, 0.247, -0.208, 0.330, 0.370, 0.353, 0.167, 0.354, 0.307, 0.442, 0.353, 0.382, 0.551, 0.534, 0.404, 0.336, 0.286, 0.410, -0.032, -1.201, -0.314, 0.558, 0.040, -0.716, -0.255, 0.067, -1.717, 0.271, -0.028, -0.725, -0.555, -0.423, -0.494, 0.429, 0.307, 0.420, 0.479, 0.406, 0.361, 0.356, 0.462, 0.356, 0.404, 0.343, 0.458, -0.517, 0.598, -0.638, 0.894, -0.409, -1.374, 0.352, -0.131, -0.660, -0.618, 0.277, 0.096, 0.376, 0.390, 0.379],
  "relative_energy_kcal_mol": 4.1,
  "total_charge": -2
}

{
  "formula": "C52H45N4O7S9SbSc",
  "method": "wB97M-V/def2-TZVPD",
  "elements": ["Sc", "S", "Sb", "S", "S", "C", "C", "C", "C", "C", "C", "C", "S", "O", "O", "N", "C", "C", "C", "C", "C", "C", "C", "C", "N", "C", "H", "H", "H", "H", "H", "H", "H", "H", "H", "H", "H", "H", "H", "C", "C", "C", "C", "C", "C", "C", "S", "O", "C", "C", "C", "C", "C", "C", "C", "C", "C", "C", "C", "C", "C", "C", "C", "C", "C", "C", "C", "C", "S", "O", "C", "C", "C", "C", "C", "C", "C", "H", "H", "H", "H", "H", "H", "H", "H", "H", "H", "H", "H", "H", "H", "H", "H", "H", "H", "H", "H", "H", "H", "H", "H", "H", "H", "O", "S", "O", "O", "S", "C", "N", "C", "N", "S", "H", "H", "H", "H", "H", "H"],
  "xyz": [[1.3619, 1.8507, 0.2731], [0.5932, 5.3979, -2.4181], [2.3808, 4.6126, -1.2037], [2.9547, 2.1897, -1.5905], [1.6710, 4.2058, 1.0768], [6.9354, 5.0404, 2.8992], [6.0137, 3.8587, 2.7954], [5.7650, 3.0483, 3.8956], [4.9380, 1.9431, 3.7840], [4.3662, 1.6432, 2.5618], [4.6045, 2.4259, 1.4504], [5.4189, 3.5394, 1.5791], [3.1509, 0.3036, 2.6198], [2.8397, -0.8752, 1.5162], [3.1749, -0.3538, 3.8963], [1.8926, 1.2247, 2.3282], [0.8481, 1.4544, 3.2254], [0.9911, 1.2871, 4.5938], [-0.0063, 1.6578, 5.4859], [-1.1478, 2.2773, 5.0268], [-1.3370, 2.4755, 3.6677], [-2.4485, 3.2393, 3.1731], [-2.6420, 3.3705, 1.8608], [-1.7825, 2.6602, 0.8731], [-0.5686, 2.0863, 1.3951], [-0.3875, 2.0013, 2.7152], [7.2888, 5.1690, 3.9211], [6.4287, 5.9510, 2.5846], [7.7995, 4.9008, 2.2488], [6.2133, 3.2940, 4.8510], [4.7284, 1.3044, 4.6273], [4.1719, 2.1697, 0.4780], [5.5856, 4.1838, 0.7263], [1.8978, 0.8545, 4.9811], [0.1454, 1.4820, 6.5419], [-1.9082, 2.6203, 5.7163], [-3.0711, 3.7499, 3.9011], [-3.4398, 3.9768, 1.4492], [-1.4957, 3.3820, 0.0921], [-4.2713, 4.0667, -6.2362], [-3.4120, 3.4923, -5.1454], [-2.6584, 2.3541, -5.4120], [-1.8340, 1.8275, -4.4414], [-1.7764, 2.4071, -3.1817], [-2.4928, 3.5564, -2.9095], [-3.3044, 4.0925, -3.8980], [-0.7311, 1.4700, -2.0331], [0.0402, 2.4493, -1.2151], [-2.0500, 0.8208, -0.9853], [-2.7207, 1.6009, 0.1020], [-3.3719, 0.6685, 1.0687], [-3.5674, -0.6624, 0.8571], [-4.1948, -1.5187, 1.8169], [-4.4252, -2.8346, 1.5523], [-4.0376, -3.4128, 0.3263], [-3.3932, -2.6329, -0.6081], [-3.1465, -1.2813, -0.3728], [-2.3499, -0.4842, -1.2436], [-1.7138, -1.0973, -2.4305], [-2.3646, -1.1842, -3.6845], [-3.7034, -0.7769, -3.8655], [-4.2881, -0.8307, -5.1043], [-3.5631, -1.2940, -6.2084], [-2.2598, -1.7016, -6.0628], [-1.6229, -1.6504, -4.8061], [-0.2704, -2.0204, -4.6274], [0.3278, -1.9618, -3.3934], [-0.4005, -1.5043, -2.2939], [0.2012, -1.2843, -0.5829], [1.1133, -0.1052, -0.6268], [1.1978, -2.7792, -0.6079], [0.5363, -3.9199, -0.1795], [1.2209, -5.1158, -0.0933], [2.5759, -5.1743, -0.3995], [3.3417, -6.4531, -0.2090], [3.2216, -4.0239, -0.8394], [2.5363, -2.8250, -0.9508], [-3.6393, 4.5144, -7.0037], [-4.9368, 4.8362, -5.8536], [-4.8626, 3.2829, -6.7100], [-2.7084, 1.8914, -6.3886], [-1.2037, 0.9766, -4.6533], [-2.3760, 4.0544, -1.9615], [-3.8547, 4.9999, -3.6973], [-3.4798, 2.2746, -0.3523], [-3.6664, 1.0925, 2.0160], [-4.4662, -1.0933, 2.7718], [-4.9166, -3.4579, 2.2909], [-4.2233, -4.4632, 0.1406], [-3.0468, -3.0696, -1.5368], [-4.2518, -0.4216, -3.0057], [-5.3155, -0.5167, -5.2353], [-4.0382, -1.3269, -7.1804], [-1.6978, -2.0529, -6.9190], [0.2949, -2.3329, -5.4947], [1.3593, -2.2527, -3.2652], [-0.5037, -3.8474, 0.1003], [0.7103, -6.0093, 0.2420], [2.6762, -7.2648, 0.0861], [4.0888, -6.3138, 0.5728], [3.8627, -6.7391, -1.1244], [4.2813, -4.0493, -1.0512], [3.0580, -1.9242, -1.2375], [5.9836, -2.8408, 2.3083], [5.1333, -1.8699, 1.6538], [5.1425, -0.5474, 2.2834], [5.2621, -1.8411, 0.2209], [3.1490, -2.4614, 2.0072], [-1.5931, -4.5453, 3.3607], [-1.3046, -3.3780, 2.5679], [-0.4005, -2.4255, 2.9119], [0.5878, -2.7149, 3.8028], [-0.5773, -0.9182, 2.2638], [-2.4074, -5.0831, 2.8823], [-1.8960, -4.2740, 4.3767], [-0.7270, -5.2044, 3.4204], [-2.1060, -2.9654, 2.0994], [1.0157, -3.6278, 3.7305], [1.2784, -1.9750, 3.8894]],
  "atomic_forces_ev_per_a": [[0.7, 1.4, -0.9], [-0.3, -0.1, -0.2], [1.0, 0.4, -0.1], [0.0, 0.1, 0.0], [-0.3, -0.3, 0.0], [-0.1, -0.1, 0.0], [0.0, -0.1, -0.1], [-0.1, 0.1, -0.1], [-0.2, -0.4, 0.3], [0.2, 0.3, -0.3], [-0.2, -0.3, -0.3], [0.0, -0.1, 0.2], [-1.8, 1.0, 1.2], [-0.9, 0.6, -0.2], [0.0, 0.1, 0.3], [-0.1, -0.7, 0.1], [0.4, 0.1, 0.2], [0.0, 0.0, 0.3], [0.2, -0.1, -0.1], [-0.4, 0.1, -0.1], [0.1, -0.1, 0.2], [-0.3, 0.3, -0.2], [0.2, -0.1, 0.0], [-0.3, 0.2, -0.5], [-0.2, -0.2, 0.7], [0.2, 0.1, 0.0], [0.0, 0.1, 0.0], [0.0, 0.1, 0.0], [0.1, 0.0, 0.0], [0.0, -0.1, 0.0], [0.1, 0.0, 0.1], [0.2, 0.2, 0.2], [-0.1, -0.1, -0.2], [-0.1, 0.1, 0.0], [0.0, 0.0, 0.1], [-0.1, 0.1, 0.0], [-0.1, 0.0, -0.1], [-0.1, 0.0, 0.1], [0.1, -0.1, 0.2], [0.1, 0.0, 0.1], [0.0, -0.1, -0.1], [-0.1, 0.2, 0.0], [0.2, 0.1, 0.1], [0.5, -0.4, 0.0], [0.1, 0.1, 0.1], [0.0, -0.1, 0.0], [-1.5, 0.7, -0.7], [-0.7, 0.4, 0.1], [0.7, -0.3, -0.2], [0.0, 0.6, 0.3], [-0.1, -0.4, 0.1], [-0.1, 1.0, -0.3], [-0.1, -0.4, 0.3], [-0.1, 0.3, 0.3], [0.1, -0.6, -0.4], [0.0, -0.2, 0.1], [0.1, 0.0, -0.3], [-0.3, 0.1, 0.2], [0.6, -0.4, 0.2], [0.2, -0.2, -0.3], [-0.2, 0.0, -0.2], [-0.1, 0.1, 0.5], [0.5, -0.2, -0.2], [-0.3, 0.1, -0.3], [-0.2, 0.0, 0.4], [0.2, 0.0, 0.3], [0.2, -0.1, -0.5], [-0.9, 0.2, 0.4], [-0.3, -1.6, -1.2], [0.5, 0.0, 0.1], [0.0, 0.2, 0.2], [-0.1, 0.2, 0.0], [0.1, 0.0, 0.1], [0.0, 0.0, -0.1], [0.0, 0.1, 0.0], [-0.1, -0.1, -0.2], [0.0, 0.1, -0.2], [0.0, 0.1, -0.1], [-0.1, 0.1, 0.0], [-0.1, 0.0, 0.0], [0.0, 0.0, -0.1], [0.0, -0.1, -0.1], [0.0, 0.1, 0.1], [-0.1, 0.1, 0.0], [0.2, 0.1, 0.0], [-0.1, 0.0, 0.2], [-0.1, 0.1, 0.1], [0.0, 0.0, 0.1], [0.0, 0.0, -0.1], [0.0, -0.1, -0.1], [-0.1, 0.1, 0.1], [0.0, 0.0, 0.0], [0.0, 0.0, -0.1], [0.0, 0.0, 0.0], [0.1, -0.1, 0.0], [0.1, 0.0, -0.1], [-0.2, -0.1, 0.1], [-0.1, 0.0, 0.0], [0.0, 0.0, 0.0], [0.1, -0.1, 0.0], [0.0, 0.0, 0.0], [0.1, 0.1, 0.0], [0.1, 0.2, 0.0], [-0.3, -0.1, 0.2], [2.1, -1.3, -0.3], [1.0, -1.0, -0.2], [-0.1, 0.2, -0.2], [0.7, 0.9, 0.2], [0.1, 0.0, 0.2], [0.1, 0.0, 0.2], [-0.5, 0.3, -0.3], [0.2, -0.4, 0.1], [-0.1, 0.0, 0.4], [0.0, -0.1, 0.0], [0.0, -0.1, 0.1], [0.0, -0.1, 0.0], [0.1, -0.1, -0.1], [-0.1, -0.1, 0.1], [-0.2, -0.1, 0.0]],
  "mulliken_charge": [0.355, -0.719, 0.048, -0.952, -0.794, -1.485, 1.301, -0.970, -0.747, 0.584, -0.522, -1.108, -0.147, 0.777, -0.765, 1.552, 0.452, -1.041, -1.284, -0.833, 1.243, -1.399, -1.287, -0.624, 1.822, 0.208, 0.336, 0.332, 0.320, 0.267, 0.508, 0.522, 0.444, 0.622, 0.396, 0.393, 0.347, 0.431, 0.421, -1.648, 1.306, -1.039, -0.419, -0.453, -0.356, -1.228, 0.680, 0.026, 0.202, 0.797, -1.811, 0.559, -0.464, -1.050, -0.946, -0.960, 1.417, -0.773, -0.497, 0.846, -0.588, -0.987, -0.619, -0.900, 1.042, -1.493, -1.010, 0.268, 2.817, -0.757, -0.325, -0.697, -1.003, 1.279, -1.594, -1.051, -0.030, 0.325, 0.366, 0.346, 0.370, 0.946, 0.607, 0.357, 0.570, 0.370, 0.384, 0.366, 0.361, 0.525, 0.579, 0.437, 0.387, 0.428, 0.371, 0.646, 0.315, 0.306, 0.357, 0.308, 0.352, 0.388, 0.679, -0.726, 1.153, -0.477, -0.640, -0.220, -1.288, 0.498, -0.356, -0.425, 0.299, 0.374, 0.305, 0.359, -0.203, 0.295, 0.061],
  "s_squared": 0.790,
  "relative_energy_kcal_mol": 87.3,
  "total_charge": -2,
  "spin_multiplicity": 2
}